(w)
A molecular structure, C31H26BaClN6O7S2Se2. Source: the Open Molecules 2025 dataset; level of theory: ωB97M-V/def2-TZVPD.

Atoms and positions in Å:
Ba  -0.498  1.553  -1.228
Se  -2.745  0.329  4.106
Se  -2.877  1.222  1.975
Cl  1.956  2.755  1.122
S  -1.506  3.004  -4.119
S  -4.291  -2.199  -1.249
O  1.500  3.501  -0.042
O  2.100  3.629  2.249
O  0.939  1.751  1.404
O  3.205  2.109  0.823
O  4.150  -4.300  -4.059
O  6.294  -1.500  1.111
O  -1.023  1.584  -4.078
N  -3.407  1.712  -1.217
N  -1.307  3.851  -2.941
N  -1.649  3.388  0.955
N  -1.867  -1.811  2.557
N  1.367  -1.051  0.333
N  1.140  -0.679  -2.423
C  2.424  -1.207  -0.461
C  3.736  -1.179  -0.004
C  -5.545  0.657  -1.284
C  -1.145  -2.889  2.264
C  -4.145  0.588  -1.234
C  -1.934  2.888  2.151
C  -5.396  3.042  -1.302
C  2.118  -1.420  -1.903
C  -1.638  3.533  3.343
C  -0.751  5.322  2.023
C  -6.167  1.886  -1.314
C  2.862  -0.873  2.185
C  -1.614  -1.182  3.689
C  -1.079  4.594  0.895
C  1.595  -0.898  1.632
C  -2.053  -0.803  -1.125
C  1.421  -1.852  -4.485
C  -1.741  -2.206  -1.148
C  0.077  -2.732  4.305
C  2.453  -2.610  -3.950
C  0.799  -0.902  -3.696
C  5.345  -0.782  1.892
C  3.133  -3.647  -4.799
C  3.961  -0.982  1.348
C  -3.416  -0.675  -1.189
C  -2.809  -3.054  -1.210
C  -4.022  2.893  -1.255
C  2.806  -2.388  -2.631
C  -0.174  -3.398  3.115
C  -0.645  -1.587  4.602
C  -1.022  4.769  3.265
H  -1.872  3.072  4.291
H  -5.838  4.028  -1.330
H  2.380  -4.365  -5.144
H  1.094  -1.990  -5.509
H  4.565  -1.269  -0.692
H  -3.369  3.759  -1.255
H  -0.751  5.298  4.170
H  -2.805  -4.135  -1.236
H  -6.127  -0.255  -1.293
H  -0.860  4.964  -0.100
H  7.158  -1.103  1.246
H  4.556  -4.965  -4.620
H  3.552  -3.154  -5.685
H  -7.249  1.946  -1.348
H  -0.456  -1.015  5.500
H  -0.001  -0.288  -4.090
H  -0.258  6.279  1.925
H  -0.723  -2.585  -1.108
H  5.558  0.292  1.869
H  0.386  -4.281  2.837
H  -1.361  -3.349  1.307
H  0.722  -0.760  2.257
H  5.376  -1.108  2.938
H  2.984  -0.717  3.251
H  3.585  -2.972  -2.163
H  0.843  -3.085  4.984

Its total charge is -1. As for the highest occupied orbital energy: -4.59 eV.

(x)
A molecular structure, C31H26BaClN6O7S2Se2. Source: the Open Molecules 2025 dataset; level of theory: ωB97M-V/def2-TZVPD.

Atoms and positions in Å:
Ba  -0.125  -1.650  0.735
Se  -4.356  0.594  -0.804
Se  -4.280  0.124  -3.059
Cl  -0.034  -3.848  3.120
S  3.774  -3.278  -2.649
S  -2.871  0.911  2.678
O  -1.110  -3.662  4.041
O  0.774  -4.963  3.487
O  4.905  3.374  4.400
O  -0.567  -4.024  1.773
O  -4.050  1.477  1.958
O  0.769  -2.638  3.032
O  -0.128  5.977  2.396
N  0.112  1.397  0.460
N  2.087  0.070  1.891
N  -0.082  -2.294  -2.268
N  -1.716  1.209  -2.620
N  -3.203  -2.004  -0.474
N  -1.970  -0.022  2.006
C  1.136  -2.426  -2.835
C  0.823  2.068  1.370
C  2.285  -2.648  -1.960
C  2.040  1.406  1.927
C  3.150  -0.545  2.391
C  3.081  2.156  2.464
C  -4.911  -1.409  1.093
C  -3.046  -3.156  0.191
C  -1.153  -2.256  -3.058
C  -4.697  -2.579  1.797
C  -0.980  1.977  -0.032
C  0.149  -2.394  -5.035
C  3.504  -3.184  -0.120
C  -1.101  -2.331  -4.441
C  -2.418  1.267  -4.900
C  -2.615  0.966  -3.553
C  -3.743  -3.472  1.343
C  4.399  -3.553  -1.080
C  2.263  -2.622  -0.585
C  5.335  2.306  3.568
C  -1.420  3.231  0.351
C  4.224  0.128  2.952
C  -0.699  3.921  1.309
C  1.270  -2.431  -4.232
C  -4.117  -1.155  -0.019
C  4.195  1.512  2.986
C  -0.554  1.754  -2.986
C  -0.251  2.071  -4.297
C  0.449  3.331  1.815
C  -1.209  1.823  -5.270
C  -1.201  5.235  1.831
H  5.378  -3.992  -0.955
H  0.713  2.496  -4.542
H  -2.299  -3.841  -0.198
H  -1.545  1.397  -0.750
H  5.059  -0.431  3.355
H  -3.518  -4.386  1.874
H  3.132  -1.627  2.361
H  -1.676  5.790  1.016
H  4.260  3.025  5.025
H  -1.967  5.029  2.587
H  0.161  1.927  -2.189
H  -2.104  -2.153  -2.549
H  -5.261  -2.786  2.697
H  -2.338  3.626  -0.065
H  -2.014  -2.314  -5.022
H  0.249  -2.420  -6.114
H  -5.632  -0.673  1.421
H  -1.014  2.063  -6.308
H  -3.195  1.070  -5.628
H  6.010  1.633  4.107
H  -0.475  6.811  2.722
H  5.910  2.773  2.767
H  3.726  -3.351  0.930
H  2.258  -2.495  -4.669
H  1.018  3.848  2.573
H  3.042  3.236  2.466

Its total charge is -1. As for the highest occupied orbital energy: -4.74 eV.

Question: which arrangement is favored energetically? Ranking from most to least stable: (w), (x).